No. 1
# C16H37Cl8N5O13

10 unconnected molecules or ions with the total composition C16H37Cl8N5O13 at a distorted geometry (the ωB97M-V functional and the def2-TZVPD basis, OMol25).

```
79
Properties=species:S:1:pos:R:3:mulliken_charge:R:1
C 16.94723 10.70412 6.62130 -0.603
N 17.86437 11.46501 5.74441 0.974
O 18.64917 12.20158 6.28222 -0.585
O 17.79926 11.25949 4.58225 -0.546
H 16.36020 11.38639 7.20673 0.309
H 17.57819 10.01191 7.16171 0.310
H 16.29968 10.11948 5.97537 0.147
C 17.80882 2.27013 1.85990 -0.820
N 17.38954 3.67224 1.98486 1.036
O 16.97148 4.19353 1.00948 -0.523
O 17.50136 4.19315 3.02943 -0.544
H 18.20593 1.94944 2.81456 0.321
H 18.49011 2.21359 1.02514 0.313
H 16.93132 1.66624 1.64138 0.235
C 12.86426 10.91896 3.44751 -0.491
N 13.24446 12.23915 2.97643 0.994
O 13.35739 12.36024 1.79943 -0.570
O 13.40235 13.09625 3.81291 -0.574
H 12.70402 10.93729 4.51365 0.309
H 13.63121 10.19493 3.19579 0.116
H 11.96096 10.61283 2.92574 0.225
C 15.13609 6.22506 3.32083 0.134
N 15.61224 7.35963 4.09296 1.303
O 14.89844 7.88322 4.83927 -0.533
O 16.68092 7.71928 3.84797 -0.649
H 15.28684 5.28321 3.81156 -0.270
H 15.65776 6.32640 2.38266 -0.039
H 14.08447 6.36244 3.11731 -0.113
C 19.29677 9.01697 1.88056 -0.568
N 19.76787 10.30614 1.32034 0.961
O 18.93884 11.06694 0.92540 -0.543
O 20.96527 10.48789 1.27194 -0.563
H 18.39731 9.22727 2.46300 0.131
H 20.05321 8.62374 2.53804 0.303
H 19.04756 8.32186 1.09125 0.280
C 13.67450 4.51611 -0.36143 -0.672
O 13.66340 4.57942 1.05893 0.067
C 13.42508 3.54010 1.77594 0.764
O 13.32623 3.61301 2.93235 -0.483
O 13.31960 2.44039 1.09040 -0.447
C 13.35935 1.24185 1.85988 -0.714
H 12.83633 5.10324 -0.73699 0.162
H 13.65356 3.49975 -0.71252 0.384
H 14.58605 5.02257 -0.68638 0.214
H 13.27996 0.41793 1.15462 0.263
H 12.50514 1.16043 2.54026 0.276
H 14.27594 1.16553 2.44162 0.264
Cl 10.47149 8.00310 3.82881 -0.222
C 11.23860 6.47754 3.27433 1.137
C 10.26856 5.32221 3.06287 -0.066
Cl 9.19649 4.99059 4.41854 -0.195
H 11.96939 6.19919 4.02926 -0.533
H 11.76707 6.67319 2.34466 -0.409
H 10.90088 4.43278 2.90541 -0.189
H 9.69975 5.42081 2.14152 0.444
Cl 15.45388 7.63815 0.08638 -0.088
C 14.57760 8.85597 -0.90159 -0.584
C 13.15304 8.44255 -1.10468 -0.475
Cl 12.17167 8.68447 0.37621 -0.115
H 15.10588 8.92531 -1.85334 0.315
H 14.67947 9.81768 -0.41079 0.359
H 13.13075 7.41797 -1.45667 0.220
H 12.68943 9.08394 -1.85092 0.406
Cl 12.91991 4.81525 6.25030 -0.065
C 14.03238 3.75636 7.13132 -0.612
C 15.37173 3.67676 6.46257 -0.296
Cl 16.20668 5.24489 6.53006 -0.118
H 13.57552 2.76872 7.13902 0.359
H 14.15936 4.10363 8.15168 0.343
H 15.25437 3.42778 5.41231 0.000
H 16.00707 2.95207 6.95530 0.438
Cl 14.87691 10.08914 9.41261 -0.189
C 13.64269 8.83488 9.26568 -0.576
C 14.15324 7.60653 8.60360 0.138
Cl 15.38014 6.77950 9.59069 -0.188
H 12.80801 9.24343 8.70173 0.328
H 13.27260 8.60208 10.26193 0.394
H 14.57330 7.83309 7.62323 -0.107
H 13.33424 6.91624 8.43594 0.202
```

Computed properties:
structure (SMILES) = C[N+](=O)[O-].C[N+](=O)[O-].C[N+](=O)[O-].C[N+](=O)[O-].C[N+](=O)[O-].COC(=O)OC.ClCCCl.ClCCCl.ClCCCl.ClCCCl

***

No. 2
# C26H23BF6O2S

A molecular structure, C26H23BF6O2S at a distorted geometry (the ωB97M-V functional and the def2-TZVPD basis, OMol25).

```
59
Properties=species:S:1:pos:R:3:mulliken_charge:R:1
C -4.88790 0.81822 -2.83765 -1.254
C -3.69966 0.24542 -2.13580 0.538
C -3.30530 -1.07819 -2.26275 -0.799
C -1.99707 -1.33567 -1.80126 -0.891
C -1.30723 -0.19526 -1.36988 1.355
B -1.80199 0.23708 3.68069 0.778
C 0.05834 0.03056 -1.76278 1.503
C 0.52368 1.34658 -1.92063 -1.232
C 1.83673 1.56177 -2.31212 0.240
C 2.29496 2.99183 -2.33141 0.830
F 3.63051 3.11143 -2.03142 -0.256
F 2.08337 3.56810 -3.55528 -0.281
F 1.63235 3.77386 -1.40301 -0.240
C 2.68724 0.51508 -2.70494 -1.013
C 2.23927 -0.79789 -2.51921 -0.093
C 3.15370 -1.99984 -2.71738 0.817
F 3.04036 -2.95306 -1.71189 -0.248
F 2.87128 -2.64522 -3.89738 -0.265
F 4.48205 -1.63366 -2.72636 -0.280
C 0.91924 -1.04433 -2.12821 -1.122
O -2.39878 1.33517 3.06435 -0.502
C -3.21143 0.65517 2.07713 0.484
C -3.18603 -0.83563 2.47468 -0.317
O -2.61470 -0.87172 3.81274 -0.551
S -2.55442 1.08620 -1.13786 -0.307
H -5.03079 0.20475 -3.75288 0.365
H -5.82402 0.75350 -2.24776 0.268
H -4.73149 1.86774 -3.13278 0.331
H -3.94401 -1.81902 -2.73449 0.429
H -1.47807 -2.24339 -2.02967 0.468
H -0.12726 2.17673 -1.68512 0.465
H 3.68932 0.72632 -3.09756 0.442
H 0.60887 -2.09150 -2.02605 0.260
H -4.25900 1.01761 2.06598 0.379
H -2.80501 0.80668 1.05191 -0.625
H -4.16331 -1.32484 2.54190 0.487
H -2.56591 -1.39141 1.74085 -0.074
C 0.08054 -1.91155 2.20432 -1.025
C 0.15140 -1.92248 3.77370 -0.917
C -0.30168 -0.53372 4.16767 -0.698
C -0.14612 0.33817 3.03605 -0.309
C 0.05366 -0.42837 1.74098 0.723
C 1.21543 0.11240 1.06071 0.430
C 1.39458 1.53492 1.01980 0.054
C 2.65669 2.08070 0.89182 -1.309
C 3.73998 1.23001 0.61327 -0.535
C 3.54637 -0.14138 0.40814 -1.073
C 2.29493 -0.69541 0.60307 -0.136
H 0.97462 -2.38959 1.79718 0.553
H -0.82075 -2.50325 1.94451 0.229
H -0.48193 -2.69076 4.28385 0.320
H 1.19334 -2.14723 4.13547 0.389
H -0.29037 -0.25509 5.22538 0.451
H 0.27127 1.32444 3.19885 0.802
H 0.51228 2.16989 1.19982 0.575
H 2.79392 3.17133 1.02591 0.348
H 4.74929 1.64627 0.60097 0.428
H 4.36559 -0.77654 0.07935 0.461
H 2.18912 -1.78196 0.45252 0.150
```

Computed properties:
energy above the lowest of the compared OMol25 structures with the same formula, charge and spin = 36.5 kcal/mol

***

No. 3
# C4H18N8O5

5 unconnected molecules or ions with the total composition C4H18N8O5 at a distorted geometry (the ωB97M-V functional and the def2-TZVPD basis, OMol25).

```
35
Properties=species:S:1:pos:R:3:mulliken_charge:R:1
N 6.39128 9.39013 10.23195 -0.263
C 7.02931 10.52505 10.14470 0.667
N 6.43940 11.43852 9.26155 -0.396
O 8.05488 10.83487 10.72425 -0.761
H 5.54492 9.18271 9.77608 0.174
H 6.85766 8.66666 10.75341 0.187
H 6.69893 12.40829 9.30038 0.215
H 5.49057 11.19287 8.97603 0.194
N 10.65897 10.58831 9.10773 -0.397
C 11.20646 11.80879 8.89860 0.564
N 10.78502 12.80796 9.74766 -0.403
O 12.01273 12.08971 8.02320 -0.674
H 10.67053 9.92096 8.33402 0.216
H 9.80824 10.53200 9.63026 0.289
H 11.13469 13.71186 9.48465 0.215
H 10.01068 12.57687 10.35252 0.237
N 8.90330 6.91344 6.05974 -0.384
C 9.02547 6.66987 7.41512 0.541
N 9.90833 5.66762 7.77094 -0.478
O 8.40527 7.30354 8.26933 -0.505
H 9.33529 6.25970 5.29680 0.207
H 8.85277 7.88141 5.72502 0.296
H 9.99630 5.50842 8.74661 0.234
H 10.57620 5.34252 7.12744 0.156
N 4.93976 6.35427 7.76114 -0.457
C 5.00039 7.66179 7.55789 0.701
N 5.77530 8.03325 6.49960 -0.375
O 4.47714 8.43182 8.35522 -0.760
H 4.76116 6.02492 8.69761 0.241
H 5.57256 5.81280 7.22126 0.197
H 6.16780 8.97234 6.63651 0.200
H 6.29067 7.35156 6.01244 0.234
O 8.82866 9.79411 6.70524 -0.632
H 8.24814 9.52079 7.42607 0.260
H 8.46949 10.51960 6.17152 0.261
```

Computed properties:
structure (SMILES) = NC(N)=O.NC(N)=O.NC(N)=O.NC(N)=O.O
energy above the lowest of the compared OMol25 structures with the same formula, charge and spin = 8.3 kcal/mol

***

no.,gap between HOMO and LUMO (eV),HOMO level (eV)
1,10.40,-10.54
2,6.03,-6.52
3,9.20,-9.00